[1]
57
Properties=species:S:1:pos:R:3:lowdin_charge:R:1 method="wB97M-V/def2-TZVPD" homo_lumo_gap_ev=6.9 de_lowest_kj_mol=365.4 charge=+1 total_energy_ev=-60867.0785 homo_energy_ha=-0.42531
C 0.4544 7.5264 -4.1998 0.02
C 1.0105 6.2982 -4.6041 -0.06
C 0.2410 4.9106 -4.5839 -0.37
O -0.6280 4.6634 -5.4567 0.06
O 0.4921 3.9607 -3.5635 -0.06
C 0.4320 2.6106 -4.1068 -0.18
C -1.0250 1.9268 -3.9290 -0.16
C -1.4301 1.7285 -2.3934 -0.20
C -1.0249 0.2723 -1.8644 -0.22
C -1.7241 0.0634 -0.4030 -0.19
C -1.7571 -1.5098 -0.1314 -0.13
C -1.2963 -2.0143 1.3161 -0.19
C -0.3068 -1.1671 2.2261 -0.28
C -0.7983 0.1697 2.9567 -0.16
C -0.4370 0.2436 4.5307 -0.26
C 0.7765 1.3034 4.7438 -0.64
I 2.7275 0.4828 4.2414 0.73
N 1.0954 -1.2197 1.6423 -0.36
Cl 1.6006 0.1387 0.7071 0.72
C 0.9392 -2.3847 0.7306 -0.28
N 1.7601 -2.7626 -0.2414 0.24
N -0.3170 -3.1265 0.9516 -0.06
C -0.2611 -4.2902 1.8707 -0.62
Cl -1.6706 -5.4432 1.5042 0.59
C 1.0835 -5.1630 1.7664 -0.25
C 2.2287 -4.7228 2.8208 -0.09
H -0.5946 7.5184 -3.7676 0.08
H 1.0503 8.5048 -4.2487 0.08
H 2.1003 6.2842 -4.9667 0.12
H 1.1545 1.9614 -3.5024 0.12
H 0.7985 2.5590 -5.1932 0.14
H -1.7950 2.5542 -4.4988 0.12
H -0.9653 0.9152 -4.4621 0.11
H -2.5570 1.8530 -2.2715 0.11
H -0.9021 2.5364 -1.7759 0.12
H 0.1133 0.3108 -1.6671 0.08
H -1.2596 -0.5810 -2.5781 0.11
H -2.7953 0.4568 -0.5304 0.12
H -1.1044 0.6859 0.3137 0.07
H -1.1790 -2.0482 -0.9647 0.11
H -2.8505 -1.8510 -0.2681 0.13
H -2.2379 -2.4419 1.8196 0.17
H -0.1652 -1.8744 3.1314 0.13
H -1.9357 0.2884 2.8104 0.14
H -0.3395 1.1070 2.4832 0.09
H -0.1975 -0.7734 4.9928 0.11
H -1.3412 0.7397 5.0463 0.12
H 0.7697 1.5738 5.8632 0.06
H 0.5918 2.2816 4.1871 0.06
H 2.7747 -2.5877 -0.2690 0.16
H 1.3604 -3.2009 -1.0910 0.17
H -0.3718 -4.0028 2.9813 0.12
H 0.8278 -6.2574 2.0143 0.11
H 1.4441 -5.1686 0.6858 0.10
H 2.5076 -5.5843 3.5297 0.09
H 3.1509 -4.3982 2.2324 0.07
H 1.7822 -3.8561 3.4330 0.07

[2]
38
Properties=species:S:1:pos:R:3:lowdin_charge:R:1 method="wB97M-V/def2-TZVPD" homo_lumo_gap_ev="7.5 / 7.5" charge=+2 total_energy_ev=-127294.8568 homo_energy_ha="-0.59059 / -0.59061"
V 0.2036 0.2787 -0.1292 0.59
O -1.1029 4.0741 3.5479 0.16
C -0.6751 2.9575 2.9989 -0.26
C -0.1700 1.8638 3.7490 0.07
C 0.2713 0.7287 3.1219 -0.04
N 0.2063 0.6904 1.7763 -0.05
C -0.2805 1.6942 1.0939 -0.32
Br -0.0643 1.7479 -1.8677 0.44
C -0.7357 2.8769 1.5961 0.06
H -1.0510 4.0809 4.5144 0.15
H -0.1339 1.9230 4.8294 0.14
H 0.6605 -0.1303 3.6501 0.14
H -1.1232 3.6886 0.9980 0.14
C 6.4242 0.1529 -0.9613 -0.04
C 5.5921 -0.6285 0.0436 -0.16
N 4.2076 -0.8615 -0.4275 -0.03
C 4.0343 -1.9403 -1.4259 -0.16
C 3.7658 -1.4168 -2.8334 -0.04
C 3.1993 -0.1457 -0.0104 -0.32
C 3.4036 1.0141 0.9159 0.03
N 1.9361 -0.4173 -0.4087 -0.01
H 7.4087 0.3426 -0.5366 0.10
H 5.9651 1.1126 -1.2018 0.09
H 6.5657 -0.4063 -1.8851 0.08
H 5.5578 -0.1284 1.0066 0.12
H 6.0218 -1.6141 0.2173 0.13
H 3.2486 -2.6176 -1.0819 0.13
H 4.9550 -2.5180 -1.4154 0.13
H 2.8378 -0.8484 -2.9098 0.07
H 3.6985 -2.2606 -3.5185 0.10
H 4.5775 -0.7740 -3.1683 0.08
H 4.3157 1.5549 0.6783 0.10
H 3.4685 0.6684 1.9493 0.12
H 2.5719 1.7086 0.8289 0.08
H 1.8705 -1.1779 -1.0818 0.07
S -3.4375 -2.1301 -0.9855 1.00
C -2.1088 -1.4521 -0.6476 -0.79
N -1.0320 -0.9236 -0.3705 -0.10

[3]
4
Properties=species:S:1:pos:R:3:lowdin_charge:R:1 method="wB97M-V/def2-TZVPD" homo_lumo_gap_ev="7.4 / 7.4" de_lowest_kj_mol=0.0 charge=+1 total_energy_ev=-72567.3619 homo_energy_ha="-0.58676 / -0.58380"
C 0.5394 1.2645 -0.0036 0.51
N -0.7282 -0.4218 -0.2214 -0.57
Br -0.9906 -1.5298 0.9227 1.08
H 1.1794 0.6871 -0.6977 -0.02

[4]
52
Properties=species:S:1:pos:R:3:lowdin_charge:R:1 method="wB97M-V/def2-TZVPD" homo_lumo_gap_ev=8.7 de_lowest_kj_mol=313.3 charge=0 total_energy_ev=-44066.7029 homo_energy_ha=-0.29318
C 4.2675 -3.8577 -0.2655 -0.07
C 3.5457 -2.5489 -0.5753 -0.19
N 2.1189 -2.6829 -0.4583 -0.13
N 1.3821 -2.8149 -1.5648 0.13
C 0.1285 -2.9521 -1.1714 -0.32
C -0.9852 -3.1132 -2.1443 -0.03
C 0.0543 -2.9177 0.2368 -0.13
C -1.1778 -2.9625 1.0825 -0.10
N -1.7703 -1.6397 1.1801 0.09
C -1.4319 -0.7684 2.1491 -0.44
O -0.7957 -1.0552 3.1458 0.07
C -1.8806 0.6167 1.8583 -0.20
C -1.5201 1.7953 2.5546 0.05
C -2.0533 2.7957 1.7915 -0.24
C -1.8781 4.2792 1.8057 -0.10
O -0.7604 4.6282 1.0043 -0.08
C -0.9181 4.3616 -0.3453 -0.31
C -1.7413 5.1449 -1.1380 -0.01
C -1.8729 4.8713 -2.4885 -0.08
C -1.1807 3.8113 -3.0470 -0.08
C -0.3515 3.0262 -2.2664 -0.09
C -0.2202 3.2889 -0.9105 -0.45
S 0.8055 2.3421 0.1725 0.96
C 0.8220 0.7138 -0.6405 -0.37
O -2.6945 2.2556 0.7401 0.03
N -2.5767 0.9145 0.7837 0.13
C 1.3613 -2.7324 0.6614 -0.23
C 1.9016 -2.5983 2.0377 0.00
H 3.9119 -4.6424 -0.9283 0.08
H 4.0889 -4.1622 0.7623 0.06
H 5.3370 -3.7336 -0.4112 0.07
H 3.7393 -2.2515 -1.6080 0.12
H 3.8930 -1.7560 0.0945 0.11
H -0.5753 -3.2105 -3.1452 0.08
H -1.5718 -4.0004 -1.9095 0.08
H -1.6490 -2.2490 -2.1182 0.07
H -0.9322 -3.2813 2.0974 0.13
H -1.9170 -3.6429 0.6532 0.12
H -2.2404 -1.2651 0.3697 0.13
H -0.9402 1.8656 3.4484 0.13
H -2.7916 4.7665 1.4402 0.14
H -1.6396 4.6252 2.8121 0.14
H -2.2732 5.9706 -0.6887 0.12
H -2.5151 5.4854 -3.1008 0.10
H -1.2807 3.5927 -4.0995 0.10
H 0.1894 2.2082 -2.7152 0.10
H 1.5421 0.6912 -1.4529 0.04
H 1.1139 0.0051 0.1282 0.02
H -0.1753 0.4768 -0.9974 0.04
H 2.7735 -1.9473 2.0536 0.08
H 2.1937 -3.5707 2.4361 0.09
H 1.1407 -2.1758 2.6910 0.06

[5]
68
Properties=species:S:1:pos:R:3:lowdin_charge:R:1 method="wB97M-V/def2-TZVPD" homo_lumo_gap_ev=5.5 de_lowest_kj_mol=0.0 charge=+2 total_energy_ev=-60853.2803 homo_energy_ha=-0.48086
Au 0.1691 -0.3138 -0.5467 0.87
C 0.6740 -0.4333 -3.6826 -0.19
Si -1.0964 0.1309 -3.4394 0.45
C -2.2683 -1.3018 -3.7329 -0.16
C -1.4427 1.6525 -4.4733 -0.15
N -1.1783 0.7022 -1.7059 -0.13
C -2.2243 1.3211 -1.1114 -0.31
C -3.5283 1.3641 -1.6743 -0.01
C -4.5609 2.0035 -1.0426 -0.04
C -4.3470 2.6001 0.2054 -0.02
C -3.1067 2.5905 0.8018 0.02
C -2.0434 1.9792 0.1434 -0.20
O -0.7920 1.9557 0.6071 -0.04
C -0.4678 2.4914 1.8648 -0.28
C -0.2505 3.8518 1.9899 -0.01
C 0.1429 4.3445 3.2266 -0.05
C 0.3148 3.4827 4.3007 -0.06
C 0.0932 2.1215 4.1481 -0.06
C -0.3015 1.6118 2.9192 -0.01
H 0.7892 -0.8289 -4.6958 0.05
H 0.9640 -1.2414 -3.0053 0.01
H 1.3880 0.3842 -3.5703 0.03
H -2.0356 -1.7640 -4.6959 0.05
H -3.3219 -1.0213 -3.7599 0.03
H -2.1469 -2.0663 -2.9636 0.01
H -1.3155 1.3886 -5.5261 0.05
H -0.7339 2.4529 -4.2533 0.04
H -2.4492 2.0525 -4.3606 0.03
H -3.6967 0.8735 -2.6227 0.09
H -5.5447 2.0337 -1.4899 0.12
H -5.1728 3.0803 0.7142 0.13
H -2.9512 3.0622 1.7620 0.13
H -0.3907 4.5078 1.1398 0.13
H 0.3108 5.4058 3.3521 0.12
H 0.6143 3.8755 5.2629 0.11
H 0.2155 1.4551 4.9918 0.11
H -0.4956 0.5560 2.7770 0.12
S -1.5114 -1.7922 0.0195 0.76
C -0.8161 -3.3441 0.3800 -0.71
N 0.4770 -3.5438 0.5275 0.05
C 1.0608 -4.8600 0.8060 -0.13
C 0.1271 -5.9572 0.3252 -0.14
C -1.2752 -5.7086 0.8547 -0.13
N -1.6774 -4.3425 0.5068 0.03
H 1.0800 -2.7298 0.5464 0.08
H 1.2495 -4.9493 1.8782 0.13
H 2.0171 -4.9081 0.2882 0.13
H 0.4868 -6.9223 0.6760 0.13
H 0.1128 -5.9871 -0.7653 0.13
H -1.3187 -5.8373 1.9381 0.13
H -1.9954 -6.3873 0.4046 0.13
H -2.6515 -4.1386 0.3475 0.14
C 4.1672 -1.0912 2.2306 0.03
N 3.7892 0.0619 1.4108 -0.02
C 4.5355 1.2023 1.3884 0.00
C 4.1786 2.2674 0.6415 0.03
C 2.9862 2.1531 -0.1320 -0.34
N 2.2656 1.0318 -0.1021 0.15
C 2.6502 0.0044 0.6609 -0.49
O 1.9229 -1.0243 0.6819 -0.12
N 2.5532 3.1526 -0.8946 0.21
H 5.1374 -0.8937 2.6754 0.10
H 4.2305 -1.9767 1.6028 0.10
H 3.4276 -1.2459 3.0137 0.11
H 5.4223 1.1930 2.0056 0.15
H 4.7800 3.1635 0.6367 0.13
H 3.0655 4.0132 -0.9750 0.13
H 1.7096 3.0358 -1.4324 0.12

[6]
17
Properties=species:S:1:pos:R:3:lowdin_charge:R:1 method="wB97M-V/def2-TZVPD" homo_lumo_gap_ev=8.9 de_lowest_kj_mol=176.0 charge=0 total_energy_ev=-6851.7041 homo_energy_ha=-0.29046
C -2.1445 -0.1146 -0.2459 -0.08
N -0.8524 -0.1156 0.3504 -0.15
C -0.0130 -0.5701 1.3786 -0.08
C 0.5169 0.0296 0.0819 -0.52
C 1.1762 -0.8768 -0.9471 -0.04
C 1.0621 1.4473 0.1001 -0.04
H -2.4986 0.9167 -0.4042 0.07
H -2.1794 -0.6333 -1.2170 0.07
H -2.8572 -0.6060 0.4232 0.08
H 0.1461 -1.6408 1.5606 0.10
H 0.0395 0.0365 2.2913 0.10
H 2.2616 -0.9374 -0.8003 0.08
H 1.0050 -0.4768 -1.9549 0.08
H 0.7614 -1.8895 -0.9099 0.08
H 2.1263 1.4711 0.3594 0.08
H 0.9455 1.9081 -0.8890 0.08
H 0.5045 2.0517 0.8229 0.08